DFT (wB97M-V/def2-TZVPD) results for a 12-piece molecular cluster, C28H28Cl33IN3O6 overall.

The spin multiplicity is 1. The max |F| is 2.59 eV/A. The HOMO-LUMO gap is 7.4 eV. As for the total charge: +1.

Last column: Löwdin charge in e.
Geometry (Å):
I  -2.44  2.30  -3.06  1.226
Cl  3.58  -6.68  -9.27  0.537
Cl  3.43  -5.22  -6.77  0.474
Cl  -1.74  -1.95  1.82  0.527
Cl  -1.93  -4.33  3.50  0.523
Cl  2.77  5.63  4.86  0.522
Cl  1.78  -8.78  0.08  0.496
Cl  3.91  -4.20  -3.68  0.555
Cl  -10.56  0.46  0.20  0.538
Cl  -1.05  -7.44  1.60  0.515
Cl  -4.87  -7.29  -5.06  0.540
Cl  -10.15  0.69  -2.66  0.532
Cl  -4.64  -5.73  5.39  0.510
Cl  0.02  8.11  6.98  0.535
Cl  4.46  -8.66  1.21  0.526
Cl  5.18  5.94  3.26  0.523
Cl  -3.37  -6.28  0.33  0.499
Cl  6.90  3.47  -0.47  0.584
Cl  3.06  -1.58  -2.85  0.649
Cl  -3.10  -7.47  -2.75  0.550
Cl  -8.26  -0.80  -1.04  0.535
Cl  -0.41  6.34  4.73  0.494
Cl  8.43  1.88  -2.35  0.553
Cl  -0.71  -5.47  -0.51  0.508
Cl  1.06  -5.54  -8.42  0.530
Cl  0.22  -2.35  3.90  0.610
Cl  -2.77  -7.02  7.20  0.537
Cl  -2.71  -4.14  6.89  0.502
Cl  3.27  8.13  3.47  0.534
Cl  3.78  -10.73  -0.72  0.530
Cl  -2.64  7.82  5.85  0.521
Cl  6.36  3.68  -3.29  0.566
Cl  3.00  -2.32  -5.69  0.530
Cl  -5.91  -6.77  -2.40  0.527
O  1.21  1.76  3.01  0.011
O  1.04  0.49  -2.35  -0.055
O  2.77  0.66  0.12  0.122
O  2.38  5.01  0.44  0.146
O  1.32  3.90  2.58  0.116
O  1.63  1.61  -2.98  -0.103
N  -6.12  1.93  0.18  0.107
N  -1.25  2.47  -1.37  -0.257
N  2.22  2.83  -0.48  0.087
C  -3.74  -5.58  6.91  -1.539
C  -1.19  2.55  0.97  0.095
C  -3.35  2.28  -0.06  -0.280
C  -1.46  -2.63  3.44  -1.495
C  2.81  -5.35  -8.42  -1.549
C  3.83  -2.52  -4.15  -1.506
C  -3.98  1.08  -0.24  -0.074
C  0.18  2.69  0.90  0.013
C  0.81  2.71  -0.30  -0.091
C  -5.51  3.07  0.38  -0.132
C  2.97  1.84  0.26  -0.393
C  -4.17  3.34  0.27  -0.002
C  4.01  2.33  1.27  0.040
C  -1.89  2.43  -0.18  -0.224
C  0.60  0.48  2.67  -0.086
C  0.06  2.63  -1.45  -0.166
C  7.61  3.42  -2.08  -1.510
C  3.47  6.37  3.42  -1.552
C  0.80  2.71  -2.76  -0.163
C  -1.70  -6.81  0.09  -1.574
C  -0.91  7.84  5.51  -1.550
C  0.95  2.82  2.20  -0.418
C  3.76  4.59  -1.43  -0.025
C  -5.33  0.91  -0.14  -0.124
C  -9.37  0.58  -1.08  -1.554
C  2.74  4.20  -0.37  -0.406
C  -4.50  -6.64  -3.46  -1.534
C  3.50  -9.06  -0.22  -1.551
H  0.97  0.07  1.73  0.089
H  4.37  1.49  1.86  0.106
H  4.84  -2.15  -4.26  0.022
H  0.18  2.93  -3.63  0.070
H  3.82  -8.41  -1.03  0.006
H  -4.45  -5.48  7.72  0.013
H  1.76  -0.14  -2.41  -0.061
H  2.94  6.00  2.56  -0.028
H  -0.71  8.66  4.82  0.013
H  -3.38  0.21  -0.49  0.119
H  -1.71  2.51  1.91  0.166
H  -6.14  3.90  0.68  0.123
H  -2.09  -2.11  4.15  0.014
H  4.86  2.80  0.76  0.015
H  3.26  5.02  -2.30  0.095
H  8.34  4.21  -2.16  0.020
H  -5.79  -0.06  -0.29  0.072
H  -4.25  -5.59  -3.57  0.013
H  3.05  -4.43  -8.94  0.013
H  -3.77  4.32  0.44  0.132
H  -8.79  1.48  -0.93  -0.007
H  0.90  -0.21  3.48  0.017
H  4.21  3.64  -1.80  0.028
H  4.56  5.21  -1.03  0.076
H  -0.49  0.50  2.71  0.059
H  1.50  3.55  -2.66  0.126
H  3.55  3.05  1.95  0.078
H  -1.69  -7.60  -0.65  -0.047

DFT (wB97M-V/def2-TZVPD) results for C28H28ClN2O2PSTc as an isolated structure.

The spin multiplicity is 2. The max |F| is 1.36 eV/A. The HOMO-LUMO gap (alpha / beta) is 4.1 / 4.1 eV. As for the total charge: +2.

Last column: Löwdin charge in e.
Geometry (Å):
Tc  0.35  1.66  -1.50  1.059
Cl  0.26  2.18  0.69  0.233
S  -1.86  0.50  1.99  0.642
P  2.07  0.11  -0.99  0.975
O  4.04  2.86  -2.65  0.191
O  1.87  2.55  -2.24  -0.265
N  -2.93  0.98  4.37  0.070
N  -1.89  2.76  3.37  0.119
C  3.46  1.28  -0.92  -0.191
C  -3.38  -0.38  4.42  -0.294
C  -4.31  -0.84  3.49  -0.065
C  -1.07  0.30  -2.79  -0.106
C  2.41  -1.04  -2.33  -0.339
C  -0.04  3.60  -4.46  0.001
C  0.64  -2.28  1.92  -0.065
C  -3.33  -2.52  5.48  -0.062
C  -2.89  -1.21  5.42  -0.017
C  2.97  -2.77  -4.43  -0.039
C  1.66  -2.27  2.87  -0.037
C  -4.73  -2.16  3.55  -0.062
C  2.77  -3.27  -3.15  -0.042
C  2.90  -1.40  -4.67  -0.048
C  2.81  -1.53  2.65  -0.041
C  -4.24  -3.00  4.54  -0.065
C  -2.27  1.49  3.34  -0.797
C  2.95  -0.79  1.49  -0.064
C  2.61  -0.54  -3.62  -0.099
C  2.49  -2.41  -2.10  -0.061
C  1.93  -0.79  0.54  -0.404
C  0.77  -1.54  0.76  -0.144
C  -1.86  0.77  -1.72  -0.126
C  3.21  2.31  -2.02  -0.597
C  -1.44  3.08  -2.42  -0.040
C  -0.69  2.63  -3.53  -0.288
C  -2.02  2.15  -1.54  -0.119
C  -0.50  1.23  -3.68  -0.072
H  -2.18  -0.84  6.14  0.120
H  -5.46  -2.52  2.84  0.112
H  3.60  -1.53  3.39  0.120
H  -3.07  1.55  5.19  0.168
H  -4.59  -4.02  4.60  0.113
H  -2.30  0.08  -1.02  0.111
H  -2.10  3.37  4.15  0.127
H  -2.97  -3.18  6.26  0.113
H  -0.92  -0.76  -2.95  0.138
H  0.12  0.87  -4.49  0.135
H  -0.03  -1.55  0.02  0.102
H  2.83  -4.34  -2.97  0.121
H  0.60  4.28  -3.90  0.105
H  3.07  -1.01  -5.66  0.120
H  3.86  -0.22  1.32  0.110
H  -0.26  -2.86  2.10  0.118
H  -1.37  3.15  2.60  0.048
H  4.44  0.83  -1.05  0.127
H  -2.56  2.51  -0.67  0.123
H  2.35  -2.81  -1.10  0.107
H  -0.81  4.19  -4.96  0.115
H  3.42  1.80  0.04  0.109
H  2.58  0.53  -3.82  0.097
H  -1.56  4.14  -2.25  0.149
H  0.56  3.09  -5.21  0.101
H  1.55  -2.85  3.78  0.120
H  -4.72  -0.15  2.76  0.110
H  3.19  -3.45  -5.25  0.122

DFT (wB97M-V/def2-TZVPD) results for a 5-piece molecular cluster, C28H28F7N2O16PS overall.

The spin multiplicity is 1. The max |F| is 6.83 eV/A. The HOMO-LUMO gap is 8.2 eV. The structure (SMILES) is Cc1ccc(C[C@@](C#N)([C@](C#N)(CC=O)P(C)O)S(=O)(=O)C(F)(F)F)cc1.O=C1OC[C@@H](F)O1.O=C1OC[C@@H](F)O1.O=C1OC[C@@H](F)O1.O=C1OC[C@@H](F)O1.

Last column: Löwdin charge in e.
Geometry (Å):
S  -1.20  -1.10  -1.56  0.827
P  2.10  1.88  -0.91  0.966
F  -3.78  2.58  3.18  0.077
F  -3.23  -1.65  -3.14  0.111
F  -0.22  4.54  8.29  0.073
F  -6.73  3.38  -2.09  0.080
F  -2.82  -2.43  2.71  0.071
F  -2.14  0.12  -3.84  0.133
F  -3.47  0.18  -1.98  0.100
O  -1.12  -2.56  -1.74  -0.294
O  1.74  4.33  9.37  0.133
O  1.08  -4.21  3.79  0.182
O  3.61  3.33  10.14  0.173
O  -1.82  2.37  4.27  0.140
O  0.06  1.38  5.03  0.166
O  -1.51  -0.94  -0.14  -0.294
O  -5.36  4.22  -6.21  0.184
O  -5.17  2.35  -4.96  0.071
O  -6.33  4.11  -4.18  0.140
O  2.38  1.51  -5.08  0.048
O  -0.55  -5.00  2.45  0.074
O  1.84  1.50  0.73  -0.302
O  2.50  2.45  8.39  0.077
O  -1.06  0.49  3.29  0.077
O  -0.72  -2.93  3.35  0.139
N  2.04  -1.64  -0.08  0.245
N  -1.55  2.18  -0.75  0.213
C  -5.54  2.05  -3.62  -0.076
C  1.36  -1.15  -0.85  -0.206
C  -2.31  0.80  2.69  -0.071
C  4.33  -4.06  -2.89  -0.232
C  4.61  -2.63  -3.21  -0.018
C  3.74  1.08  -1.30  -0.264
C  -6.68  2.99  -3.39  -0.320
C  3.45  -1.75  -3.31  -0.042
C  0.69  1.89  -3.36  -0.131
C  1.08  4.21  8.13  -0.321
C  0.04  -4.06  3.25  -0.535
C  -2.47  2.25  3.02  -0.318
C  -1.67  -3.02  2.30  -0.321
C  -0.60  1.78  -1.25  -0.234
C  0.65  1.14  -1.96  -0.452
C  -1.84  -4.49  2.11  -0.060
C  -0.85  1.41  4.27  -0.526
C  2.06  -2.27  -3.13  -0.216
C  1.24  2.76  7.79  -0.064
C  -5.59  3.62  -5.21  -0.538
C  0.93  -1.18  -3.33  -0.096
C  2.10  2.04  -4.02  -0.263
C  2.70  3.36  9.38  -0.543
C  -2.54  -0.53  -2.71  -0.547
C  0.52  -0.43  -1.98  -0.313
C  1.80  -3.68  -2.83  -0.010
C  2.98  -4.59  -2.71  -0.016
C  5.59  -5.00  -2.76  -0.070
H  4.49  1.59  -0.62  0.068
H  1.54  4.89  7.41  0.174
H  -7.65  2.61  -3.70  0.176
H  3.61  -0.67  -3.56  0.089
H  -2.11  -4.75  1.09  0.142
H  1.34  -0.53  -4.15  0.107
H  5.65  -2.25  -3.36  0.108
H  -2.29  0.61  1.62  0.108
H  -1.28  -2.49  1.42  0.141
H  -3.09  0.18  3.14  0.142
H  2.76  -5.65  -2.45  0.110
H  1.26  2.58  6.72  0.118
H  -5.84  1.00  -3.52  0.141
H  0.01  1.46  -4.14  0.128
H  4.12  1.24  -2.34  0.036
H  -2.59  -4.91  2.79  0.146
H  -4.69  2.24  -2.96  0.134
H  0.08  -1.75  -3.81  0.130
H  0.75  -4.03  -2.70  0.104
H  6.47  -4.33  -2.55  0.075
H  5.72  -5.61  -3.68  0.082
H  -2.01  2.93  2.29  0.168
H  0.46  2.14  8.24  0.150
H  3.83  -0.02  -1.07  0.032
H  2.94  2.61  -3.53  0.116
H  0.32  2.94  -3.17  0.139
H  2.33  0.68  0.96  0.047
H  5.43  -5.60  -1.82  0.080

DFT (wB97M-V/def2-TZVPD) results for C28H28GeN2PRuS2 as an isolated structure.

The spin multiplicity is 1. The max |F| is 4.73 eV/A. The HOMO-LUMO gap (alpha / beta) is 6.1 / 6.1 eV. As for the total charge: +1.

Last column: Löwdin charge in e.
Geometry (Å):
Ru  0.29  0.47  -0.69  0.881
Ge  0.06  2.17  -3.41  0.739
S  -3.24  0.30  0.27  0.212
S  -0.52  -1.64  -0.21  0.337
P  -2.36  -1.41  0.73  0.147
N  1.10  2.11  0.27  -0.029
N  2.24  -0.20  -0.46  -0.062
C  0.00  4.11  -3.06  -0.209
C  0.50  3.22  0.71  -0.080
C  -0.90  -2.20  4.48  -0.079
C  -4.65  -5.30  -0.07  -0.070
C  1.93  1.50  -3.31  -0.229
C  1.20  4.24  1.33  -0.012
C  5.21  1.63  0.75  0.004
C  2.57  4.15  1.49  0.034
C  -1.98  -1.84  5.28  -0.075
C  4.63  2.77  1.20  0.004
C  3.22  2.99  1.05  -0.126
C  -3.26  -5.29  -0.12  -0.072
C  3.05  0.77  0.02  -0.157
C  -3.28  -2.93  0.33  -0.377
C  -0.65  1.82  -5.22  -0.220
C  4.15  -1.54  -0.92  -0.006
C  -2.57  -4.11  0.09  -0.114
C  -3.19  -1.13  3.32  -0.105
C  2.44  1.99  0.45  -0.146
C  2.78  -1.33  -0.90  -0.109
C  -5.35  -4.13  0.17  -0.068
C  -0.97  -2.06  3.11  -0.106
C  -2.11  -1.53  2.53  -0.385
C  -3.12  -1.28  4.70  -0.068
C  -0.89  1.09  -2.06  -0.331
C  4.44  0.60  0.13  -0.126
C  4.99  -0.59  -0.39  0.033
C  -4.67  -2.93  0.37  -0.089
H  3.13  4.95  1.95  0.133
H  -0.13  -2.35  2.49  0.072
H  0.67  5.12  1.67  0.122
H  -0.01  -2.61  4.95  0.106
H  -4.06  -0.69  2.86  0.083
H  -1.68  2.17  -5.32  0.022
H  -1.49  -4.10  0.06  0.064
H  5.22  3.54  1.68  0.127
H  -1.01  4.44  -2.84  0.022
H  -0.60  0.76  -5.47  0.021
H  -0.57  3.28  0.56  0.127
H  1.92  0.41  -3.35  0.010
H  -2.72  -6.21  -0.31  0.108
H  2.41  1.83  -2.39  -0.010
H  -1.93  -1.97  6.35  0.108
H  -0.03  2.37  -5.93  0.022
H  6.06  -0.73  -0.37  0.132
H  4.54  -2.46  -1.32  0.122
H  -6.43  -4.14  0.20  0.110
H  2.52  1.86  -4.15  0.027
H  -1.91  0.79  -2.30  -0.029
H  0.33  4.62  -3.97  0.025
H  0.65  4.40  -2.24  0.004
H  -5.18  -6.23  -0.23  0.109
H  -5.21  -2.02  0.54  0.093
H  2.09  -2.08  -1.26  0.095
H  -3.95  -0.97  5.31  0.109
H  6.28  1.48  0.86  0.127

DFT (wB97M-V/def2-TZVPD) results for C28H28N4O2PtS as an isolated structure.

The spin multiplicity is 1. The max |F| is 0.37 eV/A. The HOMO-LUMO gap is 7.5 eV.

Last column: Löwdin charge in e.
Geometry (Å):
Pt  0.19  0.25  0.53  1.029
S  2.03  -0.89  -1.30  0.590
O  2.35  -0.47  0.09  -0.420
O  3.01  -0.62  -2.31  -0.284
N  -7.12  1.10  -0.02  0.137
N  -0.71  1.20  -2.74  0.115
N  1.77  3.57  1.26  -0.169
N  0.61  -0.22  -1.51  -0.266
C  0.49  1.51  5.19  -0.095
C  -0.48  0.61  4.78  -0.084
C  -1.18  0.84  -5.07  -0.084
C  -3.88  -0.16  -0.48  -0.039
C  -5.98  0.98  0.09  -0.197
C  0.56  3.47  0.39  0.001
C  0.24  0.76  2.46  -0.284
C  1.81  -2.64  -1.24  -0.284
C  -0.60  0.25  3.45  -0.117
C  1.34  2.04  4.23  -0.078
C  1.20  -6.89  -1.16  -0.049
C  -0.36  -0.29  -5.06  -0.072
C  0.98  -3.20  -0.27  -0.051
C  -2.51  -0.29  -0.35  -0.116
C  -4.56  0.83  0.23  -0.252
C  1.40  -5.40  -1.19  -0.268
C  -2.47  1.52  1.21  -0.124
C  0.78  -4.57  -0.26  -0.029
C  0.26  -0.67  -3.89  -0.016
C  -1.76  0.55  0.50  -0.319
C  0.06  0.10  -2.74  -0.395
C  2.44  -3.44  -2.17  -0.057
C  1.60  4.65  2.26  -0.002
C  -3.85  1.67  1.08  -0.040
C  -1.31  1.53  -3.88  -0.148
C  2.23  -4.81  -2.15  -0.035
C  1.22  1.68  2.89  -0.262
C  2.21  2.25  1.91  -0.087
H  0.33  -7.16  -0.57  0.075
H  -1.94  2.42  -3.83  0.103
H  -2.00  -1.05  -0.93  0.088
H  0.71  2.72  -0.39  0.081
H  3.15  2.50  2.41  0.131
H  1.38  5.58  1.75  0.102
H  -4.43  -0.82  -1.14  0.116
H  3.09  -2.99  -2.91  0.112
H  -1.15  0.18  5.52  0.103
H  0.49  -2.56  0.46  0.093
H  -4.37  2.44  1.64  0.114
H  2.72  -5.44  -2.88  0.116
H  2.55  3.82  0.65  0.177
H  0.79  4.37  2.92  0.105
H  2.07  -7.38  -0.73  0.085
H  2.13  2.72  4.54  0.106
H  0.38  4.46  -0.04  0.105
H  -0.22  -0.87  -5.96  0.106
H  0.88  -1.55  -3.85  0.100
H  2.52  4.75  2.84  0.104
H  -1.96  2.17  1.91  0.082
H  0.59  1.79  6.23  0.099
H  0.13  -5.01  0.49  0.115
H  -1.37  -0.46  3.17  0.097
H  -0.28  3.16  1.01  0.074
H  1.07  -7.29  -2.17  0.080
H  -1.69  1.16  -5.96  0.096
H  2.41  1.57  1.09  0.090

DFT (wB97M-V/def2-TZVPD) results for C28H28N8O4PdSSe as an isolated structure.

The spin multiplicity is 1. The max |F| is 1.66 eV/A. The HOMO-LUMO gap (alpha / beta) is 6.2 / 6.2 eV.

Last column: Löwdin charge in e.
Geometry (Å):
Pd  -1.21  -0.01  -0.42  0.978
Se  0.73  -5.59  -4.77  1.123
S  -0.58  -1.82  1.69  0.555
O  -1.58  -2.79  2.09  -0.313
O  -3.11  1.16  0.36  -0.174
O  0.07  -2.05  0.41  -0.373
O  -3.58  2.10  2.35  0.002
N  -1.54  3.02  -0.84  0.092
N  0.70  3.71  -0.89  -0.050
N  -1.09  -0.29  1.70  -0.249
N  -0.82  -0.01  -2.59  0.059
N  1.05  -3.84  -4.85  -0.223
N  0.09  1.58  -0.10  -0.027
N  -0.53  -5.44  -3.52  -0.218
N  -2.43  -1.66  -1.20  0.051
C  -2.40  0.03  2.34  -0.175
C  2.09  3.29  -0.94  -0.156
C  1.07  -0.94  -4.38  0.018
C  1.46  1.23  0.26  -0.215
C  0.31  4.93  -1.59  -0.159
C  3.87  -1.39  5.79  -0.053
C  1.44  -1.74  5.16  -0.038
C  -1.03  5.39  -1.09  -0.161
C  2.38  2.44  0.28  -0.152
C  0.21  -1.84  -3.76  -0.080
C  2.06  -1.75  2.45  -0.065
C  -2.05  4.29  -1.33  -0.165
C  -1.56  -3.62  -2.26  -0.082
C  0.25  -3.29  -3.99  -0.335
C  -0.71  -1.34  -2.85  -0.128
C  -0.63  -4.17  -3.25  -0.329
C  -3.10  1.22  1.64  -0.667
C  2.77  -1.60  4.76  -0.271
C  3.06  -1.62  3.40  -0.040
C  -0.24  2.75  -0.60  -0.380
C  -0.01  0.82  -3.21  -0.105
C  -3.21  -2.43  -0.46  -0.088
C  -3.20  -3.82  -0.55  -0.016
C  -2.36  -4.42  -1.45  0.027
C  0.43  -1.86  4.23  -0.050
C  0.96  0.40  -4.11  -0.028
C  0.74  -1.86  2.87  -0.282
C  -1.61  -2.25  -2.09  -0.160
H  -2.98  4.50  -0.81  0.129
H  -3.83  -4.40  0.12  0.122
H  -0.61  -1.97  4.54  0.119
H  -3.08  -0.82  2.32  0.094
H  4.79  -1.90  5.49  0.076
H  2.30  2.71  -1.85  0.121
H  2.71  4.18  -0.96  0.120
H  -2.29  -5.49  -1.53  0.125
H  -0.16  1.88  -3.00  0.109
H  1.81  -1.33  -5.07  0.123
H  0.27  4.76  -2.68  0.125
H  -0.96  5.59  -0.02  0.127
H  3.42  2.12  0.30  0.117
H  -2.25  0.33  3.37  0.107
H  -2.22  2.35  -0.43  0.080
H  -1.33  6.31  -1.60  0.117
H  1.83  0.48  -0.45  0.112
H  -2.27  4.23  -2.40  0.115
H  3.57  -1.76  6.77  0.075
H  4.09  -0.33  5.88  0.083
H  4.10  -1.54  3.08  0.113
H  2.18  3.04  1.17  0.125
H  1.08  5.68  -1.41  0.120
H  1.62  1.13  -4.57  0.112
H  -3.87  -1.91  0.22  0.125
H  1.43  0.76  1.24  0.095
H  1.20  -1.76  6.22  0.113
H  2.28  -1.77  1.39  0.104